1.
A structure of composition C27H21CaIN10O4S3 in a non-equilibrium geometry. Source: OMol25; level of theory: wB97M-V/def2-TZVPD.

Atoms and positions in Å:
Ca (-0.30, -0.68, -0.24)
C (-2.98, 3.61, 3.36)
N (-1.53, 3.52, 3.37)
C (-0.68, 4.21, 4.20)
C (0.57, 3.88, 3.87)
N (0.50, 2.97, 2.80)
C (-0.84, 2.73, 2.48)
S (-1.58, 1.80, 1.34)
C (1.67, 2.45, 2.17)
C (2.93, 2.90, 2.58)
C (4.04, 2.44, 1.91)
C (3.88, 1.57, 0.85)
C (2.60, 1.19, 0.53)
N (1.51, 1.60, 1.18)
H (-3.27, 4.37, 4.08)
H (-3.42, 2.65, 3.63)
H (-3.33, 3.87, 2.36)
H (-1.04, 4.89, 4.96)
H (1.49, 4.24, 4.28)
H (3.06, 3.60, 3.40)
H (5.02, 2.78, 2.20)
H (4.72, 1.21, 0.26)
H (2.43, 0.52, -0.31)
S (-1.14, 0.97, -2.36)
C (-0.49, 2.59, -2.58)
C (-1.49, 3.63, -2.80)
N (-2.30, 4.43, -2.97)
C (0.82, 2.93, -2.56)
S (2.17, 1.87, -2.33)
C (1.14, 4.35, -2.76)
N (1.40, 5.46, -2.91)
O (2.77, -3.23, 1.20)
C (1.99, -2.53, 0.57)
O (0.96, -1.91, 1.01)
C (2.25, -2.35, -0.93)
C (3.20, -3.12, -1.56)
C (3.36, -2.97, -2.93)
C (2.59, -2.03, -3.60)
C (1.68, -1.28, -2.89)
N (1.50, -1.44, -1.57)
H (3.77, -3.82, -0.97)
H (4.09, -3.57, -3.47)
H (2.70, -1.87, -4.67)
H (1.07, -0.51, -3.35)
I (-3.78, -3.02, 5.40)
C (-2.75, -2.54, 3.69)
C (-2.55, -3.34, 2.59)
N (-1.85, -2.60, 1.72)
N (-1.57, -1.38, 2.18)
C (-2.12, -1.31, 3.38)
H (-2.85, -4.35, 2.38)
H (-1.56, -2.83, 0.76)
H (-2.06, -0.41, 3.96)
C (-4.84, -1.17, -2.54)
N (-3.67, -2.03, -2.42)
C (-3.25, -2.82, -3.45)
C (-2.11, -3.51, -3.40)
C (-1.25, -3.40, -2.21)
O (-0.22, -4.05, -2.10)
N (-1.67, -2.51, -1.23)
C (-2.87, -1.85, -1.29)
O (-3.24, -1.10, -0.39)
H (-5.48, -1.57, -3.32)
H (-4.54, -0.15, -2.79)
H (-5.37, -1.14, -1.60)
H (-3.91, -2.84, -4.31)
H (-1.79, -4.15, -4.21)

energy above the lowest of the compared OMol25 structures with the same formula, charge and spin: 143.5 kJ/mol
charge: -2

2.
An isolated molecule of C3H3Cl3O in a non-equilibrium geometry. Source: OMol25; level of theory: wB97M-V/def2-TZVPD.

Atoms and positions in Å:
C (-2.03, 0.21, -0.37)
C (-0.85, -0.14, 0.11)
O (0.34, -0.12, -0.55)
C (1.71, -0.12, 0.01)
Cl (2.69, -0.14, -1.38)
Cl (1.97, -1.47, 1.07)
Cl (1.98, 1.44, 1.04)
H (-2.80, 0.25, 0.32)
H (-2.32, 0.50, -1.35)
H (-0.70, -0.42, 1.09)

energy above the lowest of the compared OMol25 structures with the same formula, charge and spin: 137.8 kJ/mol
SMILES: C=COC(Cl)(Cl)Cl
charge: 0

3.
A cluster of 2 separate species, C5H8O2 in total. Source: OMol25; level of theory: wB97M-V/def2-TZVPD.

Atoms and positions in Å:
O (-0.98, 1.82, 0.35)
C (-0.39, 0.77, 0.26)
C (0.80, 0.35, 1.11)
C (1.64, -0.56, 0.19)
C (0.83, -0.66, -1.11)
O (1.28, -0.90, -2.20)
C (-0.61, -0.30, -0.79)
H (1.33, 1.24, 1.47)
H (0.42, -0.19, 1.98)
H (2.64, -0.18, -0.01)
H (1.75, -1.57, 0.60)
H (-1.21, -0.01, -1.65)
H (-1.07, -1.17, -0.29)
H (-3.42, 0.38, 0.05)
H (-2.99, 0.99, 0.05)

energy above the lowest of the compared OMol25 structures with the same formula, charge and spin: 123.8 kJ/mol
SMILES: O=C1CCC(=O)C1.[H][H]
charge: 0

4.
An isolated molecule of C2H4N4S in a non-equilibrium geometry. Source: OMol25; level of theory: wB97M-V/def2-TZVPD.

Atoms and positions in Å:
H (-0.16, 0.09, 2.25)
N (-0.18, -0.96, 1.79)
C (-0.25, -0.64, 0.55)
C (-0.16, -1.44, -0.79)
N (0.18, -0.67, -1.73)
N (0.22, 0.58, -1.26)
N (-0.52, 0.67, 0.07)
S (-0.09, 2.03, 1.06)
H (0.04, -2.48, -0.91)
H (-0.26, 1.26, -1.81)
H (1.20, 1.56, 0.78)

energy above the lowest of the compared OMol25 structures with the same formula, charge and spin: 356.1 kJ/mol
SMILES: [H]/N=c1/cn[nH]n1S
charge: 0

5.
A cluster of 2 separate species, C9H9NO in total in a non-equilibrium geometry. Source: OMol25; level of theory: wB97M-V/def2-TZVPD.

Atoms and positions in Å:
O (0.81, -0.50, 2.41)
C (0.23, 0.38, 1.83)
C (-0.78, 0.12, 0.78)
C (-0.89, 1.16, -0.16)
C (-1.83, 1.10, -1.15)
C (-2.75, 0.10, -1.15)
C (-2.71, -0.91, -0.15)
C (-1.65, -0.97, 0.69)
H (0.36, 1.46, 1.90)
H (-0.25, 2.03, 0.05)
H (-1.87, 1.90, -1.83)
H (-3.55, 0.11, -1.86)
H (-3.42, -1.92, -0.22)
H (-1.51, -1.87, 1.31)
C (3.28, -0.25, -1.12)
C (2.63, 0.98, -0.84)
N (2.16, 2.00, -0.60)
H (4.08, -0.12, -1.80)
H (2.64, -1.13, -1.56)
H (3.62, -0.72, -0.19)

energy above the lowest of the compared OMol25 structures with the same formula, charge and spin: 214.1 kJ/mol
SMILES: O=Cc1ccccc1.CC#N
charge: 0

6.
An isolated molecule of C5H4O2 in a non-equilibrium geometry. Source: OMol25; level of theory: wB97M-V/def2-TZVPD.

Atoms and positions in Å:
C (-2.17, -0.70, -1.29)
C (-1.03, -0.44, -1.00)
C (0.30, 0.28, -0.89)
O (1.10, 0.33, -1.78)
C (0.48, 0.23, 0.57)
C (1.75, 0.08, 1.02)
O (-0.51, 0.61, 1.42)
H (-3.17, -0.78, -1.61)
H (2.54, -0.21, 0.36)
H (2.03, 0.46, 1.99)
H (-1.32, 0.13, 1.21)

energy above the lowest of the compared OMol25 structures with the same formula, charge and spin: 344.7 kJ/mol
SMILES: C#CC(=O)C(=C)O
charge: 0

| no. | HOMO-LUMO gap (eV) | LUMO (eV) | E_HOMO (eV) |
| --- | --- | --- | --- |
| 1 | 4.274 | 3.315 | -0.959 |
| 2 | 9.918 | 0.311 | -9.607 |
| 3 | 10.100 | 0.401 | -9.699 |
| 4 | 9.424 | 0.276 | -9.148 |
| 5 | 9.871 | 0.363 | -9.508 |
| 6 | 8.859 | -0.775 | -9.634 |